Computed, not measured: C35H26F5NO6P2TcTe as an isolated structure, with wB97M-V/def2-TZVPD.

Last column: Mulliken spin population.
Cartesian coordinates (Å):
Tc (0.553, 0.153, -0.642)  2.81
C (-1.833, -1.427, 1.222)  0.06
P (-2.002, 0.386, 1.129)  -0.08
C (-3.187, 0.867, -0.131)  0.02
C (-3.579, 0.027, -1.170)  0.00
C (-4.246, 0.553, -2.265)  0.00
C (-4.511, 1.913, -2.331)  0.00
C (-4.138, 2.752, -1.290)  0.00
C (-3.476, 2.232, -0.190)  0.00
C (-2.515, 1.085, 2.691)  0.00
C (-3.849, 1.007, 3.087)  0.00
C (-4.233, 1.531, 4.309)  0.00
C (-3.287, 2.133, 5.131)  0.00
C (-1.960, 2.212, 4.733)  0.00
C (-1.566, 1.686, 3.512)  0.01
C (-0.411, -1.846, 1.447)  -0.01
C (0.085, -2.699, 2.402)  0.04
C (1.483, -2.814, 2.179)  0.02
C (1.779, -2.032, 1.095)  0.04
C (3.067, -1.668, 0.427)  -0.01
P (2.840, 0.109, 0.061)  -0.04
C (3.156, 1.035, 1.571)  -0.03
C (4.347, 0.806, 2.260)  0.00
C (4.626, 1.521, 3.412)  0.00
C (3.726, 2.475, 3.871)  0.00
C (2.549, 2.715, 3.179)  0.00
C (2.257, 1.996, 2.029)  0.02
C (3.972, 0.697, -1.203)  0.00
C (4.310, -0.110, -2.290)  -0.02
C (5.114, 0.397, -3.297)  0.00
C (5.575, 1.704, -3.226)  -0.01
C (5.230, 2.512, -2.151)  0.00
C (4.426, 2.014, -1.140)  -0.01
N (0.622, -1.435, 0.636)  -0.02
H (-2.232, -1.859, 0.301)  0.00
H (-2.457, -1.784, 2.041)  0.00
H (-3.347, -1.029, -1.154)  -0.01
H (-4.529, -0.095, -3.083)  0.00
H (-4.995, 2.321, -3.208)  0.00
H (-4.344, 3.813, -1.343)  0.00
H (-3.158, 2.886, 0.617)  0.00
H (-4.586, 0.554, 2.433)  0.00
H (-5.269, 1.479, 4.617)  0.00
H (-3.591, 2.549, 6.082)  0.00
H (-1.229, 2.690, 5.372)  0.00
H (-0.538, 1.758, 3.182)  0.00
H (-0.494, -3.194, 3.166)  0.00
H (2.185, -3.397, 2.752)  0.00
H (3.203, -2.189, -0.524)  0.00
H (3.933, -1.856, 1.059)  0.00
H (5.060, 0.078, 1.890)  0.00
H (5.550, 1.342, 3.946)  0.00
H (3.952, 3.041, 4.765)  0.00
H (1.859, 3.479, 3.513)  0.00
H (1.353, 2.212, 1.479)  -0.02
H (3.919, -1.114, -2.379)  0.00
H (5.357, -0.226, -4.147)  0.00
H (6.195, 2.101, -4.020)  0.00
H (5.572, 3.537, -2.108)  0.00
H (4.129, 2.653, -0.318)  0.00
O (0.076, 0.057, -6.764)  0.01
C (0.144, 0.065, -5.571)  0.00
C (-0.844, 0.734, -4.606)  -0.02
O (-1.867, 1.295, -4.905)  0.02
C (-0.283, 0.485, -3.272)  0.05
C (0.815, -0.339, -3.335)  0.00
O (1.367, -0.772, -2.213)  0.05
C (1.216, -0.618, -4.712)  -0.01
O (2.171, -1.238, -5.114)  0.00
O (-0.730, 0.875, -2.099)  0.11
F (-1.152, 5.514, -1.170)  0.00
Te (-0.185, 3.891, -1.053)  0.00
F (0.257, 4.134, -2.919)  0.00
F (-0.275, 4.087, 0.913)  0.00
F (1.432, 4.773, -0.795)  0.00
F (1.313, 2.168, -0.838)  0.04
O (-0.634, 0.993, 0.784)  0.00

Total charge: 0
2S+1: 4
Maximum force, Eh/bohr: 0.0161
Frontier orbital gap (alpha / beta), eV: 7.40 / 6.99
E_HOMO (alpha / beta), eV: -8.379 / -8.586

Computed, not measured: C35H26N5O3S4W as an isolated structure in a non-equilibrium geometry, with wB97M-V/def2-TZVPD.

Last column: Mulliken charge in e.
Cartesian coordinates (Å):
W (-0.577, 0.431, 0.808)  -0.89
C (-3.942, 2.948, 0.271)  -0.50
O (-4.943, 1.955, 0.004)  -0.48
C (-4.607, 0.775, -0.565)  -0.18
C (-5.656, 0.031, -1.079)  -0.59
C (-5.451, -1.190, -1.723)  -0.77
C (-4.168, -1.665, -1.872)  -0.95
C (-3.102, -0.959, -1.308)  0.24
C (-1.755, -1.392, -1.551)  -0.56
N (-0.711, -0.937, -0.966)  0.54
N (0.473, -1.291, -1.594)  -0.89
C (1.428, -0.631, -1.051)  -0.23
O (1.231, 0.157, -0.031)  0.96
C (2.793, -0.688, -1.615)  0.41
C (3.059, -1.458, -2.741)  -0.16
C (4.339, -1.484, -3.272)  -0.73
C (5.353, -0.732, -2.692)  -0.55
C (5.088, 0.039, -1.565)  -1.16
C (3.810, 0.053, -1.023)  -0.08
C (-3.308, 0.236, -0.613)  1.58
O (-2.300, 0.855, -0.038)  0.16
H (-4.492, 3.877, 0.407)  0.32
H (-3.247, 3.057, -0.556)  0.25
H (-3.382, 2.716, 1.171)  0.07
H (-6.653, 0.446, -0.970)  0.45
H (-6.297, -1.741, -2.117)  0.37
H (-3.968, -2.593, -2.398)  0.45
H (-1.577, -2.092, -2.359)  0.48
H (2.257, -2.032, -3.189)  0.48
H (4.548, -2.094, -4.142)  0.42
H (6.349, -0.742, -3.120)  0.41
H (5.874, 0.633, -1.113)  0.48
H (3.588, 0.640, -0.142)  0.58
S (1.015, 2.092, 1.923)  -0.33
C (1.895, 2.776, 0.586)  0.41
C (3.193, 3.232, 0.800)  -0.94
C (3.933, 3.802, -0.226)  0.54
C (5.295, 4.219, 0.020)  -0.20
N (6.383, 4.542, 0.213)  -0.58
C (3.354, 3.938, -1.497)  0.77
C (2.058, 3.498, -1.709)  -1.00
C (1.316, 2.904, -0.687)  1.02
S (-0.300, 2.347, -0.964)  -0.53
C (4.100, 4.529, -2.587)  -0.26
N (4.691, 4.995, -3.457)  -0.58
H (3.637, 3.128, 1.784)  0.52
H (1.614, 3.607, -2.690)  0.50
C (-4.092, 1.649, 3.869)  -1.78
C (-3.154, 0.818, 3.019)  0.82
S (-1.610, 1.555, 2.713)  -0.42
C (-3.443, -0.403, 2.546)  0.71
C (-4.752, -1.108, 2.786)  -1.54
S (-2.275, -1.347, 1.691)  -0.42
H (-3.570, 2.523, 4.262)  0.42
H (-4.476, 1.077, 4.717)  0.45
H (-4.947, 2.006, 3.284)  0.34
H (-5.485, -0.449, 3.253)  0.43
H (-4.601, -1.979, 3.434)  0.31
H (-5.163, -1.472, 1.841)  0.27
C (0.564, -1.021, 2.203)  -1.91
C (1.153, -2.244, 1.551)  1.10
C (2.496, -2.230, 1.167)  -0.24
C (3.064, -3.254, 0.425)  -0.66
C (2.291, -4.349, 0.053)  0.43
C (0.962, -4.410, 0.469)  -1.02
C (0.410, -3.381, 1.210)  -0.17
C (2.867, -5.412, -0.744)  -0.02
N (3.325, -6.258, -1.377)  -0.59
H (1.377, -0.441, 2.608)  0.63
H (-0.114, -1.313, 2.985)  0.83
H (3.102, -1.371, 1.431)  0.39
H (4.102, -3.198, 0.119)  0.44
H (0.356, -5.267, 0.198)  0.47
H (-0.622, -3.457, 1.524)  0.44

Total charge: -1
2S+1: 1
Maximum force, Eh/bohr: 0.0278
Frontier orbital gap, eV: 5.66
E_HOMO, eV: -4.932